Molecular formula: C3H10O2
Method: DFT, ωB97M-V with the def2-TZVPD basis set

Values from the calculation:
SMILES: CC(C)O.O
HOMO: -10.136 eV
LUMO: 0.82 eV

```
! RIJCOSX wB97M-V def2-TZVPD def2/J DEFGRID3
* xyz 0 1
C 0.959 1.951 0.577
C 0.469 1.317 -0.697
C 1.183 0.060 -1.064
O -0.935 1.172 -0.659
H 1.968 2.362 0.545
H 0.881 1.135 1.296
H 0.253 2.663 1.005
H 0.627 2.059 -1.480
H 2.268 0.055 -0.951
H 0.914 -0.169 -2.095
H 0.785 -0.738 -0.437
H -1.092 0.295 -0.302
O -2.887 -3.734 1.238
H -2.758 -4.607 0.868
H -2.634 -3.823 2.157
*
```

Here are the Löwdin charges for atoms 1 to 8, given in e: -0.063, -0.550, -0.059, -0.033, 0.082, 0.076, 0.079, 0.133

=====

Molecular formula: C10H20N4O6
Method: DFT, ωB97M-V with the def2-TZVPD basis set

Values from the calculation:
SMILES: NC(=O)CC[C@H](N)C(=O)O.NC(=O)CC[C@H](N)C(=O)O
HOMO: -9.746 eV
LUMO: 0.22 eV

```
! RIJCOSX wB97M-V def2-TZVPD def2/J DEFGRID3
* xyz 0 1
N -2.232 3.878 -0.137
C -2.860 3.174 -1.112
O -2.657 3.389 -2.301
C -3.798 2.074 -0.645
C -3.155 0.680 -0.732
C -2.522 0.378 -2.094
N -3.361 0.612 -3.268
C -1.985 -1.060 -2.125
O -1.552 -1.625 -1.151
O -2.014 -1.614 -3.338
H -1.563 4.582 -0.411
H -2.376 3.696 0.841
H -4.144 2.252 0.378
H -4.675 2.120 -1.298
H -2.385 0.557 0.036
H -3.924 -0.072 -0.512
H -1.641 1.020 -2.222
H -3.368 1.610 -3.466
H -4.321 0.324 -3.089
H -2.454 -0.947 -3.914
N -0.456 0.741 1.814
C 0.466 -0.263 1.735
O 0.411 -1.247 2.453
C 1.526 -0.067 0.660
C 2.593 -1.153 0.685
C 3.484 -1.064 1.936
N 4.093 0.251 2.052
C 4.524 -2.175 1.892
O 5.716 -2.002 1.783
O 3.976 -3.402 1.964
H -1.122 0.703 2.571
H -0.319 1.620 1.341
H 1.999 0.913 0.796
H 1.021 -0.057 -0.314
H 2.123 -2.141 0.658
H 3.223 -1.055 -0.209
H 2.840 -1.242 2.803
H 4.491 0.355 2.981
H 4.890 0.289 1.418
H 4.714 -4.032 1.908
*
```

Here are the Löwdin charges for atoms 1 to 8, given in e: 0.171, -0.538, 0.034, -0.109, -0.136, -0.303, 0.055, -0.501

=====

Molecular formula: C18H15N3O2S
Method: DFT, ωB97M-V with the def2-TZVPD basis set

Values from the calculation:
SMILES: O=C(O)Cc1sc(N/N=C\c2ccccc2)nc1-c1ccccc1
HOMO: -7.691 eV
LUMO: 0.33 eV

```
! RIJCOSX wB97M-V def2-TZVPD def2/J DEFGRID3
* xyz 0 1
O 4.434 2.280 1.394
C 3.840 2.744 0.460
O 3.406 4.006 0.430
C 3.445 1.992 -0.795
C 2.144 1.305 -0.537
S 0.655 2.222 -0.594
C -0.189 0.717 -0.289
N -1.539 0.690 -0.173
N -2.251 1.796 -0.397
C -3.524 1.821 -0.326
C -4.462 0.751 0.019
C -4.209 -0.172 1.036
C -5.127 -1.165 1.325
C -6.306 -1.257 0.606
C -6.577 -0.335 -0.392
C -5.669 0.665 -0.678
N 0.558 -0.322 -0.162
C 1.885 -0.015 -0.282
C 2.859 -1.101 -0.177
C 4.083 -0.937 0.468
C 4.974 -1.993 0.537
C 4.657 -3.219 -0.024
C 3.431 -3.393 -0.646
C 2.536 -2.344 -0.720
H 3.612 4.464 1.260
H 3.332 2.708 -1.609
H 4.210 1.252 -1.035
H -1.971 -0.221 -0.028
H -3.954 2.775 -0.601
H -3.317 -0.083 1.641
H -4.920 -1.868 2.119
H -7.018 -2.038 0.830
H -7.503 -0.394 -0.945
H -5.879 1.385 -1.456
H 4.327 0.000 0.943
H 5.921 -1.858 1.039
H 5.357 -4.039 0.032
H 3.173 -4.351 -1.075
H 1.577 -2.469 -1.200
*
```

Here are the Löwdin charges for atoms 1 to 8, given in e: 0.106, -0.538, 0.106, -0.103, -0.455, 1.104, -0.599, -0.027

=====

Molecular formula: C12H30MnO6
Method: DFT, ωB97M-V with the def2-TZVPD basis set

Values from the calculation:
expectation value of S²: 12.0033
HOMO (spin up / spin down): 0.743 / -4.912 eV
LUMO (spin up / spin down): 2.81 / 3.00 eV

```
! RIJCOSX wB97M-V def2-TZVPD def2/J DEFGRID3
* xyz -1 7
Mn 0.247 -0.115 -0.067
C 0.735 -3.812 0.568
C 1.638 -2.867 1.280
O 1.459 -1.437 1.138
H 1.157 -4.033 -0.412
H -0.296 -3.479 0.687
H 0.741 -4.852 0.896
H 2.596 -3.123 0.828
H 1.756 -3.141 2.329
C -3.076 -1.720 -1.215
C -1.867 -1.647 -2.187
O -0.829 -0.881 -1.723
H -3.522 -0.779 -0.894
H -2.759 -2.325 -0.365
H -3.852 -2.339 -1.664
H -2.380 -1.243 -3.060
H -1.551 -2.679 -2.343
C -0.080 2.919 -1.427
O -0.587 1.881 -0.515
C -2.041 1.965 -0.292
C -2.343 1.307 0.977
O -1.539 0.130 1.062
C -1.934 -0.527 2.217
H -0.169 3.862 -0.888
H -0.637 2.887 -2.363
H 0.974 2.737 -1.639
H -2.555 1.625 -1.191
H -2.528 2.936 -0.208
H -3.397 1.029 1.013
H -2.195 1.887 1.888
H -3.007 -0.718 2.213
H -1.592 -0.169 3.188
H -1.621 -1.568 2.146
C 1.032 1.590 2.670
O 1.335 1.329 1.314
C 2.468 1.918 0.639
C 2.986 1.054 -0.541
O 1.939 0.548 -1.373
C 2.237 0.140 -2.735
H 0.147 1.155 3.134
H 1.019 2.660 2.878
H 1.848 1.057 3.158
H 3.324 2.115 1.284
H 2.343 2.927 0.248
H 3.584 0.185 -0.266
H 3.776 1.620 -1.036
H 2.897 0.831 -3.260
H 1.345 -0.035 -3.337
H 2.778 -0.805 -2.756
*
```

Here are the Löwdin charges for atoms 1 to 8, given in e: 0.857, -0.131, -0.435, -0.362, 0.066, 0.060, 0.056, 0.076

=====

Molecular formula: C27H35N4O6PtSb
Method: DFT, ωB97M-V with the def2-TZVPD basis set

Values from the calculation:
expectation value of S²: 2.0367
HOMO (spin up / spin down): -5.761 / -6.641 eV
LUMO (spin up / spin down): -0.87 / -0.88 eV

```
! RIJCOSX wB97M-V def2-TZVPD def2/J DEFGRID3
* xyz 0 3
O 5.087 0.478 -1.049
H 6.036 0.268 -1.115
Pt 1.777 -0.560 -0.349
N 2.256 1.341 -0.747
N 2.179 0.133 1.485
N 1.157 -1.375 -2.069
N 0.865 -2.246 0.257
O 1.886 1.951 -1.784
O 1.453 -0.901 -3.289
O 0.811 -2.653 1.549
O 2.063 -0.569 2.556
C 2.740 1.378 1.543
C 2.858 2.012 0.298
C 0.460 -2.524 -2.003
C 0.259 -2.994 -0.680
C 3.540 3.276 -0.033
H 4.426 3.064 -0.644
H 3.867 3.788 0.874
H 2.877 3.938 -0.595
C 3.185 1.866 2.867
H 3.904 1.181 3.339
H 2.334 1.987 3.551
H 3.670 2.839 2.752
C -0.098 -3.137 -3.237
C -0.614 -4.143 -0.328
H 0.446 -2.789 -4.119
H -1.160 -2.879 -3.361
H -0.030 -4.230 -3.181
H -0.693 -4.275 0.755
H -0.211 -5.065 -0.772
H -1.624 -4.001 -0.744
H 2.397 -0.394 -3.178
H 1.305 -1.910 2.073
C 3.714 -1.373 -0.353
H 4.608 -0.396 -0.521
H 3.848 -2.057 -1.198
H 3.949 -1.845 0.610
O 3.700 0.132 -3.181
H 4.277 0.240 -2.317
H 4.235 -0.372 -3.815
C -4.862 -2.482 -1.208
C -3.938 -2.075 -2.180
C -2.837 -1.286 -1.817
C -2.645 -0.928 -0.481
C -3.581 -1.303 0.484
C -4.684 -2.088 0.122
Sb -0.975 0.411 -0.018
C -2.082 2.241 -0.524
C -1.521 3.122 -1.449
C -2.269 4.220 -1.895
C -3.564 4.440 -1.402
C -4.107 3.557 -0.460
C -3.361 2.454 -0.015
C -1.015 0.352 2.145
C -0.767 1.530 2.853
C -0.746 1.509 4.256
C -1.000 0.315 4.946
C -1.258 -0.858 4.231
C -1.254 -0.841 2.830
H -5.722 -3.092 -1.492
H -4.073 -2.362 -3.224
H -2.145 -0.935 -2.590
H -3.474 -0.987 1.523
H -5.408 -2.385 0.885
H -0.510 2.949 -1.831
H -1.841 4.906 -2.630
H -4.146 5.296 -1.751
H -5.115 3.721 -0.070
H -3.799 1.773 0.719
H -0.587 2.467 2.321
H -0.537 2.429 4.804
H -0.990 0.302 6.038
H -1.462 -1.797 4.750
H -1.464 -1.763 2.288
*
```

Here are the Löwdin charges for atoms 1 to 8, given in e: -0.234, 0.040, 1.286, -0.312, -0.269, -0.204, -0.195, -0.066

=====

Molecular formula: C8H15NO4S2
Method: DFT, ωB97M-V with the def2-TZVPD basis set

Values from the calculation:
HOMO: -8.819 eV
LUMO: 0.45 eV

```
! RIJCOSX wB97M-V def2-TZVPD def2/J DEFGRID3
* xyz 0 1
C -3.291 -4.269 1.739
C 3.638 -1.340 0.495
C 4.152 0.040 0.004
C 2.250 -1.288 0.175
C 2.923 0.593 -0.781
C 2.650 2.039 -0.286
C -3.562 1.110 0.439
C -3.543 1.278 -1.068
N 1.813 -0.283 -0.552
O -3.898 -4.841 0.960
O -2.637 -3.795 2.550
O -2.497 -1.165 -1.508
O -1.145 0.860 -0.953
S -5.065 1.879 1.229
S -2.288 0.230 -1.885
H 4.221 -2.093 -0.152
H 3.828 -1.503 1.607
H 4.453 0.558 0.921
H 5.061 0.103 -0.632
H -0.313 0.250 -1.086
H 1.451 -2.106 0.296
H 3.165 0.719 -1.901
H 3.071 2.731 -1.128
H 3.226 2.223 0.573
H 1.544 2.065 -0.033
H -2.816 1.797 1.006
H -3.494 0.044 0.767
H -3.217 2.313 -1.508
H -4.536 1.071 -1.389
H -5.144 0.780 2.101
*
```

Here are the Löwdin charges for atoms 1 to 8, given in e: -0.444, -0.185, -0.152, -0.157, -0.424, -0.057, -0.611, -0.414

=====

Molecular formula: C4H8NO2S
Method: DFT, ωB97M-V with the def2-TZVPD basis set

Values from the calculation:
HOMO: -4.066 eV
LUMO: -0.12 eV

```
! RIJCOSX wB97M-V def2-TZVPD def2/J DEFGRID3
* xyz -1 1
O -2.346 0.920 1.050
C -2.068 -0.333 0.693
C -0.674 -0.414 0.076
C -0.117 -1.527 -0.465
S 3.291 -0.283 0.507
N -0.028 0.766 0.097
C 0.850 1.331 -1.065
O -0.024 1.783 -1.900
H -2.118 -1.097 1.499
H -2.749 -0.751 -0.095
H 0.959 -1.579 -0.629
H -0.483 -2.520 -0.210
H 3.286 -0.277 1.856
H -0.743 1.462 0.409
H 1.471 2.043 -0.497
H 1.494 0.475 -1.328
*
```

Here are the Löwdin charges for atoms 1 to 8, given in e: -0.216, -0.422, -0.325, 0.148, 0.018, 0.182, -0.467, -0.086

=====

Molecular formula: C4H11NS
Method: DFT, ωB97M-V with the def2-TZVPD basis set

Values from the calculation:
HOMO: -6.724 eV
LUMO: -0.12 eV

```
! RIJCOSX wB97M-V def2-TZVPD def2/J DEFGRID3
* xyz 0 1
C -0.492 1.268 -2.121
S -1.890 0.522 -1.165
H -0.421 0.892 -3.140
H -0.688 2.334 -2.137
H 0.472 1.051 -1.633
C 0.788 -1.687 0.004
C 0.788 -0.932 1.319
C -0.442 1.177 1.139
N -0.427 -0.100 1.418
H -0.242 -2.058 -0.115
H 1.000 -0.985 -0.800
H 1.455 -2.534 -0.113
H 0.762 -1.592 2.194
H 1.593 -0.212 1.471
H -1.385 1.683 1.290
H 0.480 1.654 0.836
H -1.350 -0.484 1.552
*
```

Here are the Löwdin charges for atoms 1 to 8, given in e: -0.604, 0.292, 0.001, -0.009, -0.020, -0.085, -0.214, -0.001

=====

Ordered total energy results: -7367.7763, -28942.6060, -38309.9340, -56530.5879, -56586.6452, -39887.8788, -20692.9350, -16649.2015; unit eV.
Ordered strongest force on any atom results: 2.44, 0.54, 1.32, 2.97, 3.04, 5.59, 2.32, 2.12; unit eV Å⁻¹.
Ordered energy relative to the best compared isomer or geometry (same formula, charge and spin) results: 28.96, 0.00, 85.33, 15.26, 188.38, 36.31, 686.63, 250.07; unit kJ/mol.